Computed, not measured: a single BrH2PS molecule, with wB97M-V/def2-TZVPD.

Output
* highest occupied orbital energy: -9.6 eV
* SMILES string: S=[PH2]Br
* LUMO energy: -0.0267 Ha
* orbital gap: 8.8 eV
* net charge: 0
* ΔE to the lowest compared entry with this formula, charge and spin: 30.0 kJ/mol
* E: -90198.7449 eV

Geometry (Å):
S -1.797 -0.958 -0.671
P -0.148 -0.108 -0.065
Br 1.426 -0.440 1.470
H -0.080 1.292 0.450
H 0.598 0.214 -1.184